1.
2 unconnected molecules or ions with the total composition C9H14O at a distorted geometry. Source: the Open Molecules 2025 dataset; level of theory: the ωB97M-V functional and the def2-TZVPD basis.

Calculated values
Relative energy (zero: lowest compared OMol25 entry of this formula, charge and spin) ... 67.4 kcal/mol
Structure (SMILES) ... Cc1ccc(O)cc1.CC
Net charge ... 0
LUMO ... 0.9 eV
E ... -426.465300 a.u.
HOMO-LUMO gap ... 9.1673 eV

Positions of all 24 atoms, in Å:
C 1.580 -2.499 -1.773
C 1.180 -1.142 -1.312
C 1.813 -0.662 -0.085
C 1.471 0.556 0.446
C 0.490 1.336 -0.253
O 0.347 2.613 0.235
C -0.210 0.859 -1.320
C 0.172 -0.452 -1.870
H 1.320 -2.624 -2.763
H 1.007 -3.379 -1.273
H 2.600 -2.707 -1.705
H 2.438 -1.284 0.330
H 2.135 1.069 1.317
H -0.132 3.193 -0.318
H -0.807 1.413 -1.797
H -0.406 -0.969 -2.643
C -1.729 0.582 1.036
C -2.013 0.693 2.595
H -2.519 0.064 0.512
H -1.885 1.522 0.651
H -0.925 -0.037 0.873
H -1.198 0.078 2.991
H -2.831 0.172 2.957
H -1.898 1.606 3.169

Cartesian forces, eV/Å:
-2.217 -1.495 1.726
1.239 -0.458 2.794
-4.317 3.046 -3.476
1.506 1.469 0.716
1.564 0.572 0.365
0.939 -1.099 1.269
5.834 -5.933 1.932
-1.440 1.964 0.559
-0.504 -0.171 -2.418
0.933 1.565 -0.326
1.768 -0.200 0.381
3.626 -2.959 2.354
-2.063 -1.381 -2.055
-0.933 0.648 -1.179
-4.956 4.181 -3.518
0.151 0.709 -0.055
-3.956 -0.544 3.162
2.792 -1.042 -0.818
-0.785 -0.606 0.235
1.056 2.170 -1.231
1.988 -0.348 -0.397
0.094 0.067 0.380
-2.148 -0.760 0.347
-0.172 0.606 -0.748



2.
11 unconnected molecules or ions with the total composition C39H77NO17S7 at a distorted geometry. Source: the Open Molecules 2025 dataset; level of theory: the ωB97M-V functional and the def2-TZVPD basis.

Calculated values
Structure (SMILES) ... O=S1(=O)CCCC1.O=S1(=O)CCCC1.O=S1(=O)CCCC1.O=S1(=O)CCCC1.O=S1(=O)CCCC1.O=S1(=O)CCCC1.O=S1(=O)CCCC1.CC(C)=O.CC(C)=O.CC(C)=O.CC#N
Net charge ... 0
LUMO ... -0.1 eV
E ... -5653.254622 a.u.
HOMO-LUMO gap ... 9.4259 eV

Positions of all 141 atoms, in Å:
O -1.596 1.133 -1.825
S -1.366 1.248 -0.411
O -1.608 2.546 0.215
C -2.292 -0.013 0.549
C -1.253 -1.086 0.890
C 0.009 -0.292 1.266
C 0.258 0.586 0.053
H -3.219 -0.279 0.056
H -2.509 0.501 1.484
H -1.626 -1.618 1.767
H -1.003 -1.842 0.149
H 0.868 -0.918 1.515
H -0.159 0.269 2.188
H 0.635 0.018 -0.797
H 0.927 1.437 0.189
O 2.000 0.299 4.050
S 3.219 0.936 3.580
O 3.225 2.052 2.650
C 4.239 1.368 5.019
C 5.675 1.109 4.602
C 5.763 -0.071 3.615
C 4.370 -0.368 3.030
H 3.953 0.656 5.795
H 4.024 2.391 5.313
H 6.028 2.039 4.141
H 6.407 0.957 5.393
H 6.090 -0.949 4.170
H 6.439 0.033 2.767
H 4.063 -1.291 3.524
H 4.279 -0.540 1.963
O 0.402 -6.975 -2.374
S -0.366 -5.756 -2.479
O -1.458 -5.628 -3.414
C -0.879 -5.254 -0.824
C 0.396 -4.672 -0.229
C 1.093 -3.814 -1.319
C 0.749 -4.336 -2.725
H -1.280 -6.129 -0.322
H -1.586 -4.441 -1.006
H 0.135 -4.067 0.642
H 1.057 -5.452 0.151
H 2.127 -3.719 -0.999
H 0.608 -2.836 -1.260
H 1.590 -4.597 -3.361
H 0.091 -3.634 -3.232
O 5.579 2.347 -3.163
S 5.567 3.283 -2.054
O 6.798 3.950 -1.662
C 4.275 4.576 -2.346
C 3.834 4.912 -0.925
C 3.626 3.568 -0.234
C 4.738 2.581 -0.572
H 3.431 4.064 -2.816
H 4.748 5.332 -2.964
H 4.706 5.402 -0.478
H 2.988 5.593 -0.934
H 2.673 3.142 -0.557
H 3.557 3.623 0.853
H 4.403 1.632 -0.991
H 5.510 2.279 0.133
O -4.732 -1.472 6.650
S -3.394 -0.944 6.741
O -2.863 -0.587 8.045
C -2.154 -2.052 5.929
C -1.768 -1.362 4.617
C -1.718 0.106 5.016
C -3.093 0.459 5.572
H -2.604 -3.040 5.830
H -1.298 -2.124 6.598
H -0.915 -1.798 4.102
H -2.602 -1.510 3.924
H -1.519 0.692 4.110
H -0.841 0.304 5.632
H -3.845 0.384 4.787
H -3.205 1.358 6.168
O -2.504 -2.219 -1.728
S -3.397 -1.691 -2.747
O -4.370 -0.654 -2.525
C -2.305 -1.106 -4.094
C -2.858 -1.681 -5.397
C -3.354 -3.098 -5.080
C -4.091 -3.028 -3.739
H -1.368 -1.616 -3.861
H -2.190 -0.040 -3.923
H -3.712 -1.124 -5.791
H -2.133 -1.796 -6.203
H -2.502 -3.762 -4.912
H -4.061 -3.545 -5.773
H -4.266 -3.926 -3.150
H -5.081 -2.593 -3.927
O 2.369 1.245 -2.390
S 1.791 0.704 -3.595
O 1.430 -0.701 -3.673
C 0.416 1.763 -4.255
C 1.139 2.673 -5.254
C 2.195 1.857 -5.987
C 2.959 1.099 -4.909
H -0.003 2.269 -3.391
H -0.286 1.164 -4.827
H 0.405 3.122 -5.927
H 1.613 3.544 -4.794
H 2.866 2.459 -6.595
H 1.765 1.064 -6.607
H 3.696 1.743 -4.423
H 3.499 0.238 -5.296
C 3.397 -1.066 -0.375
C 4.710 -1.137 -1.139
C 4.792 -1.968 -2.394
O 5.684 -0.549 -0.726
H 2.547 -1.241 -1.037
H 3.323 -0.133 0.177
H 3.277 -1.908 0.318
H 5.335 -2.883 -2.157
H 5.179 -1.450 -3.266
H 3.767 -2.262 -2.649
C -5.911 -2.386 3.654
C -4.829 -2.209 2.638
C -4.307 -3.465 1.943
O -4.446 -1.112 2.303
H -5.717 -3.196 4.362
H -6.849 -2.664 3.164
H -6.090 -1.510 4.274
H -3.229 -3.444 1.844
H -4.822 -3.547 0.979
H -4.768 -4.336 2.417
C -2.887 3.347 3.174
C -3.807 4.543 2.936
C -3.565 5.269 1.666
O -4.813 4.708 3.581
H -3.360 2.460 2.749
H -2.850 3.165 4.252
H -1.875 3.445 2.792
H -4.028 4.607 0.922
H -2.539 5.415 1.337
H -4.134 6.196 1.589
C -3.737 3.472 -2.026
C -4.230 4.617 -2.783
N -4.628 5.508 -3.388
H -2.757 3.164 -2.389
H -4.330 2.564 -2.083
H -3.570 3.919 -1.047

Cartesian forces, eV/Å:
0.163 -0.133 -0.790
-0.509 -0.217 1.971
0.440 -0.704 -0.481
0.742 0.384 -0.352
-0.036 -0.098 0.932
-0.109 -0.154 0.080
0.285 0.739 -0.201
0.115 -0.186 -0.165
-0.221 0.064 -0.069
-0.005 -0.090 -0.033
-0.389 0.284 -0.433
0.010 -0.125 -0.324
-0.084 0.320 -0.184
-0.174 -0.090 -0.019
-0.023 -0.005 0.155
0.086 0.653 -0.608
1.079 -0.696 0.704
-0.320 -0.683 0.297
-0.115 -0.808 0.173
0.928 1.227 -0.964
-0.420 -0.183 -0.590
-0.311 -0.469 0.727
-0.310 0.194 0.038
-0.015 0.008 0.040
0.006 -0.199 -0.306
-0.500 -0.089 0.438
-0.014 -0.071 -0.098
0.310 0.497 0.352
-0.668 0.177 -0.109
0.290 0.384 -0.039
-0.237 0.104 -0.116
0.593 0.524 0.249
-0.049 -0.322 -0.006
0.508 0.229 -0.721
-0.085 -0.285 0.245
-0.982 0.199 0.702
-0.249 -0.249 0.431
-0.185 0.107 0.058
-0.328 -0.234 0.199
0.076 0.143 -0.073
-0.028 -0.144 -0.233
0.222 0.021 -0.713
0.371 0.185 0.045
-0.034 -0.207 0.019
0.260 0.153 -0.138
0.069 0.136 0.280
-0.446 0.760 0.314
-0.588 -0.340 -0.246
0.197 -1.342 0.411
1.566 0.328 -0.320
-0.599 -0.493 0.894
0.607 -0.529 -1.809
0.265 0.045 -0.486
-0.186 0.203 0.062
-0.332 0.267 0.271
-0.145 -0.158 0.265
0.065 -0.043 -0.125
-0.040 0.375 -0.086
-0.467 0.127 0.181
-0.054 0.678 0.348
0.095 0.010 -0.276
1.306 0.305 0.026
-0.332 -0.084 -0.656
-0.210 -0.388 0.073
-1.299 -0.472 0.556
0.716 0.747 -1.620
0.013 -1.142 0.844
-0.062 0.074 -0.043
-0.110 0.114 0.160
0.414 0.254 0.426
0.016 0.192 -0.059
-0.192 0.168 0.110
-0.350 0.012 0.524
-0.057 0.116 0.011
0.154 0.120 -0.116
-0.778 0.130 0.457
1.998 -0.119 -2.204
-0.324 -0.287 0.857
0.054 -0.808 0.439
-0.752 -0.247 -0.322
0.386 -0.525 1.697
-1.633 0.940 0.280
0.170 0.236 -0.043
-0.095 0.074 -0.402
0.157 0.318 0.098
0.228 0.485 0.142
-0.023 -0.095 -0.399
0.314 0.146 -0.428
0.516 -0.136 -0.097
-0.073 -0.232 -0.044
-0.533 0.048 0.518
-0.006 -0.238 -1.871
-0.127 0.283 0.494
1.401 0.103 0.182
-0.309 0.749 -0.224
-0.087 -0.961 0.221
0.731 0.682 0.131
-0.334 -0.071 -0.116
-0.106 -0.362 0.485
-0.011 -0.208 -0.109
0.080 -0.229 0.348
-0.051 0.046 -0.010
-0.341 0.436 -0.295
0.001 -0.035 0.055
-0.297 -0.280 0.237
-0.357 -0.734 -0.401
0.450 0.380 0.209
-1.522 -0.454 0.171
-0.085 0.043 0.156
0.035 0.555 -0.153
-0.104 0.070 -0.127
0.519 0.039 0.167
0.288 0.096 -0.208
0.481 0.146 0.258
0.162 -0.135 -0.145
-0.419 -0.286 0.806
-0.226 -0.211 -0.516
-1.604 -0.013 0.227
0.322 0.159 0.152
0.243 -0.095 -0.186
0.070 0.062 -0.198
0.115 0.229 -0.315
0.038 -0.273 -0.073
0.514 0.565 -0.303
0.881 -0.150 0.454
-0.196 0.108 1.045
0.109 -1.107 -0.398
-0.458 0.615 -1.032
0.211 0.215 0.397
-0.002 0.090 -0.247
0.046 0.046 -0.035
-0.067 0.106 -0.220
0.129 -0.034 -0.037
0.121 -0.104 0.324
0.108 0.029 0.256
0.799 0.734 -0.111
-0.373 -0.502 -0.696
0.064 0.100 0.083
0.047 0.243 -0.082
-0.486 0.301 0.311
-0.110 -0.866 0.385



3.
A single C5H11NO molecule. Source: the Open Molecules 2025 dataset; level of theory: the ωB97M-V functional and the def2-TZVPD basis.

Calculated values
Relative energy (zero: lowest compared OMol25 entry of this formula, charge and spin) ... 14.1 kcal/mol
Structure (SMILES) ... CCN(C)C(C)=O
Net charge ... 0
LUMO ... 0.9 eV
E ... -327.108941 a.u.
HOMO-LUMO gap ... 10.1573 eV

Positions of all 18 atoms, in Å:
C 1.323 -1.258 -0.964
C 0.933 -1.108 0.546
N -0.133 -0.127 0.712
C -1.392 -0.640 0.216
C 0.247 1.190 0.563
C -0.805 2.160 0.067
O 1.394 1.550 0.775
H 1.920 -2.151 -1.168
H 1.919 -0.383 -1.237
H 0.508 -1.289 -1.708
H 1.789 -0.737 1.114
H 0.595 -2.028 1.043
H -1.742 -1.455 0.859
H -2.166 0.124 0.176
H -1.221 -1.047 -0.786
H -0.329 3.132 -0.053
H -1.655 2.243 0.750
H -1.184 1.823 -0.905

Cartesian forces, eV/Å:
0.170 0.058 0.176
0.200 -0.104 -0.174
0.134 0.166 -0.301
-0.203 -0.016 -0.089
0.075 -0.029 -0.056
-0.009 0.107 0.009
-0.325 -0.080 -0.086
0.038 0.116 0.275
0.057 -0.112 0.071
-0.012 -0.047 0.683
-0.016 -0.171 -0.234
0.126 0.039 -0.453
0.067 0.146 -0.042
0.083 -0.093 0.037
-0.441 0.013 0.028
-0.083 -0.092 0.078
0.108 -0.001 -0.061
0.031 0.100 0.139



4.
2 unconnected molecules or ions with the total composition C6H10O at a distorted geometry. Source: the Open Molecules 2025 dataset; level of theory: the ωB97M-V functional and the def2-TZVPD basis.

Calculated values
Relative energy (zero: lowest compared OMol25 entry of this formula, charge and spin) ... 35.7 kcal/mol
Structure (SMILES) ... CC1CC1.C=C=O
Net charge ... 0
LUMO ... 0.9 eV
E ... -309.785542 a.u.
HOMO-LUMO gap ... 10.2670 eV

Positions of all 17 atoms, in Å:
C -1.849 -0.482 0.022
C -1.339 0.879 -0.392
C -0.743 1.801 0.633
C 0.136 1.161 -0.405
H -2.873 -0.423 0.411
H -1.218 -0.909 0.811
H -1.852 -1.183 -0.822
H -1.918 1.360 -1.179
H -0.941 2.866 0.555
H -0.664 1.434 1.654
H 0.542 1.783 -1.197
H 0.800 0.368 -0.071
C 1.897 -1.965 0.100
C 2.991 -1.365 -0.314
O 3.960 -0.832 -0.683
H 1.043 -2.026 -0.563
H 1.853 -2.369 1.102

Cartesian forces, eV/Å:
0.013 -0.038 0.026
-0.103 -0.003 -0.069
-0.070 0.132 0.148
0.188 -0.050 -0.106
0.148 -0.007 -0.056
-0.078 0.079 -0.114
0.003 0.102 0.120
0.094 -0.063 0.131
0.019 -0.173 -0.001
-0.022 0.042 -0.174
-0.094 -0.070 0.137
-0.151 0.171 -0.050
0.126 0.036 -0.056
0.557 0.233 -0.201
-0.855 -0.447 0.323
0.159 0.008 0.064
0.066 0.049 -0.123



5.
A molecular structure, C42H58As3I2N4O2SbW. Source: the Open Molecules 2025 dataset; level of theory: the ωB97M-V functional and the def2-TZVPD basis.

Calculated values
Net charge ... +2
LUMO (spin up / spin down) ... -6.6 / -6.6 eV
E ... -9614.197162 a.u.
HOMO-LUMO gap (spin up / spin down) ... 5.8542 / 5.8492 eV

Positions of all 113 atoms, in Å:
W -0.603 -0.059 0.883
C 1.920 -4.683 -1.465
C 1.984 -4.743 0.035
C 2.730 -5.749 0.655
C 2.767 -5.811 2.028
C 2.049 -4.861 2.750
C 1.334 -3.889 2.062
N 1.303 -3.831 0.728
Sb 0.404 -2.625 3.581
C 1.045 -0.594 3.358
C 1.780 -0.213 4.428
C 1.895 1.177 4.823
C 1.437 2.121 4.007
C 1.015 1.746 2.626
C 0.917 3.619 0.969
N 0.492 0.354 2.489
C -1.651 -1.917 3.330
C -2.463 -2.601 4.223
C -3.737 -2.135 4.511
C -4.122 -0.943 3.944
C -3.275 -0.279 3.061
C -3.739 1.018 2.486
N -2.077 -0.790 2.713
H 2.870 -4.974 -1.912
H 1.159 -5.375 -1.835
H 1.657 -3.684 -1.806
H 3.268 -6.466 0.049
H 3.332 -6.581 2.537
H 2.045 -4.894 3.833
H 2.178 -0.974 5.086
H 2.285 1.417 5.803
H 1.459 3.167 4.279
H 1.643 4.187 1.554
H 1.450 2.999 0.251
H 0.286 4.327 0.435
H -2.087 -3.493 4.708
H -4.389 -2.673 5.187
H -5.081 -0.501 4.172
H -4.597 1.386 3.044
H -2.953 1.768 2.544
H -4.052 0.891 1.451
I -5.118 0.930 -1.866
C -3.838 2.172 -0.801
C -4.214 3.479 -0.539
C -3.517 4.277 0.383
I -4.299 6.148 0.851
C -2.374 3.803 1.013
C -1.796 4.294 2.262
C -0.722 3.694 2.774
C 0.079 2.739 1.912
N -0.830 1.899 1.114
C -1.907 2.554 0.578
C -2.663 1.700 -0.214
O -2.216 0.458 -0.188
H -5.115 3.866 -0.996
H -2.323 5.067 2.805
H -0.345 3.977 3.746
H 1.926 1.739 2.021
C 0.712 -1.367 -3.266
As -0.084 -0.043 -2.078
C -1.738 0.228 -3.058
C 0.762 1.687 -2.459
C 2.287 1.745 -2.670
C 2.813 3.121 -2.233
C 2.996 0.664 -1.834
As 2.411 0.356 0.019
C 3.870 1.238 0.981
C 3.107 -1.442 0.178
C 2.688 1.477 -4.136
As 2.106 2.534 -5.734
C 0.405 1.619 -6.102
C 1.336 4.202 -5.041
H 0.815 -0.923 -4.255
H 0.020 -2.201 -3.325
H 1.677 -1.732 -2.928
H -1.540 0.074 -4.118
H -2.084 1.248 -2.902
H -2.514 -0.454 -2.725
H 0.475 2.294 -1.594
H 0.249 2.110 -3.319
H 2.900 3.187 -1.146
H 2.165 3.929 -2.563
H 3.808 3.296 -2.646
H 4.063 0.886 -1.763
H 2.917 -0.307 -2.320
H 4.807 0.966 0.497
H 3.884 0.887 2.013
H 3.757 2.321 0.969
H 4.152 -1.439 -0.130
H 2.527 -2.109 -0.454
H 3.027 -1.785 1.208
H 2.420 0.453 -4.411
H 3.779 1.513 -4.181
H 0.605 0.570 -6.325
H -0.031 2.068 -6.994
H -0.322 1.692 -5.294
H 2.127 4.869 -4.704
H 0.598 4.073 -4.250
H 0.846 4.674 -5.893
C -1.546 -3.176 -1.367
C -1.989 -2.851 0.043
C -3.403 -2.290 0.057
C -1.928 -4.099 0.907
O -1.060 -1.807 0.556
H -2.112 -4.037 -1.725
H -0.485 -3.420 -1.378
H -1.757 -2.347 -2.039
H -4.066 -3.050 -0.359
H -3.496 -1.391 -0.547
H -3.737 -2.077 1.073
H -2.628 -4.817 0.477
H -2.253 -3.905 1.924
H -0.942 -4.549 0.904

Cartesian forces, eV/Å:
-0.372 -0.532 0.061
-0.003 -0.038 0.040
0.048 -0.038 -0.042
0.032 -0.022 -0.035
-0.023 0.030 0.011
-0.005 -0.024 0.001
-0.065 -0.006 0.011
-0.132 0.062 -0.003
-0.005 -0.030 0.037
-0.044 0.086 -0.105
0.026 0.099 0.065
0.008 -0.094 0.025
-0.027 0.010 -0.071
-0.033 -0.094 0.027
0.004 -0.003 0.007
0.022 0.101 -0.143
-0.009 -0.075 -0.001
-0.066 0.042 -0.015
0.057 0.007 -0.023
-0.017 -0.045 0.014
-0.084 0.027 -0.102
-0.013 -0.035 0.090
0.338 0.258 -0.114
-0.002 -0.004 -0.007
0.003 0.010 -0.022
0.000 0.002 0.023
-0.004 -0.001 0.014
0.000 0.007 0.000
0.020 -0.004 -0.003
0.008 0.020 0.020
0.004 -0.005 -0.003
0.021 -0.011 0.016
-0.008 0.002 -0.003
0.001 0.011 0.029
-0.007 0.008 -0.010
-0.014 -0.004 0.013
0.003 0.004 0.000
0.003 0.004 -0.003
0.002 -0.009 0.020
-0.056 -0.046 0.032
-0.034 -0.013 0.081
-0.024 0.020 0.041
-0.169 0.057 -0.094
0.064 -0.045 0.009
0.041 0.024 0.029
-0.010 -0.022 -0.007
-0.048 0.038 -0.027
0.031 -0.043 -0.006
-0.055 0.003 -0.078
-0.012 0.010 0.130
0.024 0.197 -0.076
0.034 0.006 -0.065
0.095 0.162 -0.035
0.073 -0.117 0.207
0.001 0.017 0.017
0.000 -0.001 -0.005
0.007 -0.009 -0.013
0.018 0.037 -0.017
0.060 -0.067 0.025
-0.080 0.175 0.257
-0.022 -0.019 0.045
0.107 0.008 -0.017
0.038 -0.067 0.027
0.013 -0.031 -0.033
-0.050 0.092 -0.079
0.176 -0.046 0.002
-0.004 0.054 0.054
-0.032 -0.022 -0.011
-0.050 0.062 0.052
-0.003 -0.021 -0.017
0.006 -0.021 0.006
0.016 0.006 0.013
-0.020 0.017 0.009
-0.003 -0.029 -0.034
-0.021 -0.005 0.015
0.024 0.003 -0.010
0.012 -0.004 0.000
0.020 -0.010 -0.017
0.025 0.016 -0.001
-0.027 0.005 -0.042
-0.018 0.009 -0.015
-0.006 0.010 -0.022
0.004 -0.007 0.017
0.022 -0.002 0.006
0.014 0.011 -0.006
0.011 -0.014 -0.013
0.011 0.003 0.007
0.021 0.006 0.002
0.017 0.021 -0.013
0.009 -0.020 0.020
0.019 -0.002 -0.001
0.026 0.014 -0.019
0.011 -0.003 0.003
-0.014 0.001 -0.005
0.005 -0.003 0.000
-0.007 0.014 0.006
-0.005 0.007 0.007
-0.007 -0.016 0.008
0.004 0.000 0.003
0.018 0.020 -0.006
-0.106 0.038 0.039
0.008 0.014 0.001
-0.015 0.035 -0.019
0.037 -0.133 -0.212
0.021 -0.013 -0.017
-0.028 0.003 -0.002
0.020 0.011 -0.019
-0.007 -0.006 0.003
0.004 -0.068 0.018
-0.002 -0.007 0.002
0.014 0.004 0.007
0.007 -0.003 0.024
0.084 -0.009 0.011